Entry 1:
# C17H29FeOPS3Te

C17H29FeOPS3Te as an isolated structure at a distorted geometry (ωB97M-V/def2-TZVPD, OMol25).

The geometry in XYZ format:
```
53
C17H29FeOPS3Te (ωB97M-V/def2-TZVPD)
Fe 0.01517 0.01508 -0.22655
C 1.51313 -3.00097 1.06852
C 2.53954 -1.95878 1.47637
S 2.37515 -0.34443 0.59832
C 2.38245 0.87795 1.96930
C 1.28141 0.71292 2.99619
S -0.39530 0.65852 2.23311
C -1.15613 -0.75235 3.11624
C -0.50031 -2.09822 2.87223
S -0.23624 -2.46422 1.08579
H 1.58269 -3.86633 1.73137
H 1.68338 -3.35004 0.04991
H 3.53656 -2.33633 1.24034
H 2.50704 -1.75402 2.54419
H 2.29244 1.83642 1.45376
H 3.35979 0.83783 2.45513
H 1.28463 1.57797 3.66243
H 1.40330 -0.18161 3.60594
H -2.19303 -0.75140 2.78136
H -1.13925 -0.50800 4.18094
H -1.15739 -2.88242 3.25382
H 0.46125 -2.19053 3.37100
C -0.41394 4.57803 -1.68102
P -1.34619 3.09192 -1.23188
C -2.29403 3.48163 0.26881
C -2.45803 2.67533 -2.61025
O -0.45245 1.87173 -0.94484
H -1.13430 5.36752 -1.88717
H 0.19662 4.41998 -2.56662
H 0.22279 4.89863 -0.85910
H -3.02496 4.25770 0.06315
H -1.60674 3.84938 1.02922
H -2.80919 2.59784 0.63949
H -3.09421 3.52543 -2.83087
H -3.07735 1.81995 -2.35016
H -1.85969 2.44783 -3.49015
C -1.88432 -1.54269 -4.29703
Te -1.22850 -1.67228 -2.22587
C 0.71703 -1.84880 -3.17487
C 0.50508 -2.23146 -4.60539
C 1.53704 -2.73673 -5.38479
C 1.29674 -3.08466 -6.70545
C 0.00999 -2.95399 -7.24851
C -1.03097 -2.47670 -6.47056
C -0.79277 -2.09149 -5.15585
H -2.07486 -0.49039 -4.54112
H -2.82536 -2.08471 -4.42686
H 1.35178 -2.57171 -2.66087
H 1.20248 -0.86493 -3.10036
H 2.52062 -2.88270 -4.96615
H 2.09567 -3.48190 -7.31447
H -0.17456 -3.24546 -8.27316
H -2.02725 -2.41545 -6.88156
```

Output
**HOMO energy (alpha / beta)**: -17.3 / -17.5 eV
**Spin multiplicity**: 6
**Charge**: +3
**LUMO level (alpha / beta)**: -0.334 / -0.463 hartree
**Orbital gap (alpha / beta)**: 8.2 / 4.9 eV
**Electronic energy**: -3807.12901 Eh
**Strongest force on any atom**: 1.62 eV/A

Entry 2:
# C42H48BrF4N5PSbSi3W

C42H48BrF4N5PSbSi3W as an isolated structure at a distorted geometry (ωB97M-V/def2-TZVPD, OMol25).

The geometry in XYZ format:
```
106
C42H48BrF4N5PSbSi3W (ωB97M-V/def2-TZVPD)
W 0.73988 0.60553 -0.47469
F 0.44754 7.30549 3.57333
C 0.13913 6.11068 3.11026
C -1.09615 5.54427 3.39935
F -1.96887 6.19934 4.14259
C -1.40048 4.28100 2.90217
F -2.59576 3.77532 3.19775
C -0.51078 3.54786 2.12495
P -1.07661 1.95678 1.45495
C -1.50937 1.00426 2.94261
C -1.04822 1.38744 4.20135
C -1.33183 0.61944 5.31927
C -2.08095 -0.53910 5.19454
C -2.53795 -0.93341 3.94564
C -2.24499 -0.17584 2.82535
C -2.60221 2.46970 0.62954
C -3.84252 1.88316 0.84706
C -4.96154 2.37190 0.18712
C -4.85188 3.45441 -0.67047
C -3.61916 4.06547 -0.86563
C -2.49775 3.56982 -0.22765
C 0.72216 4.14249 1.84188
Br 2.00252 3.31948 0.73378
C 1.04976 5.40231 2.32311
F 2.21835 5.95904 2.04829
H -0.46700 2.29136 4.32435
H -0.98233 0.93809 6.28976
H -2.31759 -1.12709 6.06880
H -3.13246 -1.82890 3.84733
H -2.60624 -0.50760 1.86419
H -3.95557 1.06442 1.54361
H -5.92521 1.91619 0.36174
H -5.72456 3.83423 -1.17666
H -3.53676 4.92359 -1.51322
H -1.54316 4.06647 -0.37007
C 2.58902 -2.07992 -2.31659
Sb 0.51578 -1.54284 -2.11172
C 2.08846 1.15331 -1.80869
C 3.30625 0.81120 -1.05549
C 4.64441 1.12941 -1.23723
C 5.54156 0.70217 -0.26272
C 5.09232 -0.02257 0.83765
C 3.73611 -0.27288 0.97464
N 2.87674 0.16023 0.04418
Si 2.20190 2.03805 -3.50501
C 0.61693 2.00014 -4.47403
C 2.71196 3.79323 -3.13801
C 3.50306 1.08863 -4.46303
C -0.06196 -2.84423 -0.45357
C 0.30188 -2.26494 0.86500
C 0.34049 -3.10681 1.99295
C 0.71765 -2.66201 3.23475
C 1.07342 -1.32438 3.39708
C 1.00586 -0.52528 2.28803
N 0.62432 -0.95017 1.05529
Si -1.98115 -2.98920 -0.60872
C -2.71190 -3.67241 0.96744
C -2.70489 -1.27923 -0.92406
C -2.42936 -4.05426 -2.06920
Si 0.77790 -4.57626 -0.73689
C 0.83446 -4.94515 -2.58282
C 2.51613 -4.50559 -0.00551
C -0.11081 -6.03401 0.03674
H 3.01412 -1.38903 -3.04282
H 2.65115 -3.09061 -2.71300
H 3.13866 -2.02041 -1.37833
H 4.97169 1.68940 -2.09647
H 6.59107 0.93083 -0.36320
H 5.77839 -0.37879 1.58910
H 3.34370 -0.82173 1.81951
H -0.03198 2.83958 -4.23918
H 0.06110 1.06817 -4.36560
H 0.87031 2.09381 -5.52792
H 1.99167 4.27411 -2.47600
H 2.75224 4.37105 -4.05848
H 3.69236 3.86511 -2.67286
H 3.03092 0.32173 -5.07714
H 4.27016 0.60161 -3.86776
H 4.00626 1.77444 -5.14331
H 0.07310 -4.13962 1.85954
H 0.74442 -3.34429 4.07027
H 1.37875 -0.91441 4.34539
H 1.27634 0.53500 2.36080
H -2.38834 -3.11671 1.84662
H -2.46844 -4.71780 1.12726
H -3.79651 -3.59882 0.91319
H -2.20253 -0.46954 -0.37359
H -3.75319 -1.25686 -0.62681
H -2.66842 -1.02151 -1.98253
H -2.20030 -5.10603 -1.93838
H -1.94765 -3.71288 -2.98439
H -3.50306 -3.97682 -2.23001
H 0.66799 -4.11191 -3.26226
H 0.08269 -5.69033 -2.83375
H 1.80246 -5.36871 -2.83752
H 3.26172 -4.76713 -0.75038
H 2.61978 -5.21723 0.80937
H 2.78136 -3.52616 0.38695
H -1.09942 -6.20176 -0.38169
H -0.20318 -6.01826 1.11776
H 0.48114 -6.91532 -0.20746
N -4.10481 3.12838 -4.17601
C -3.32787 2.47162 -3.65293
N -2.45841 1.69210 -3.05804
C -1.52907 1.65845 -2.29474
N -0.61836 1.45545 -1.51998
```

Output
**HOMO energy (alpha / beta)**: -13.4 / -13.4 eV
**Charge**: +2
**LUMO level (alpha / beta)**: -0.270 / -0.270 hartree
**Orbital gap (alpha / beta)**: 6.0 / 6.0 eV
**Electronic energy**: -6393.19863 Eh
**Strongest force on any atom**: 1.36 eV/A
**Energy above the lowest of the compared OMol25 structures with the same formula, charge and spin**: 0.0 kJ/mol